{
  "formula": "C42H107N5O12S4",
  "method": "the ωB97M-V functional and the def2-TZVPD basis",
  "elements": ["C", "C", "O", "S", "C", "O", "O", "H", "H", "H", "H", "H", "H", "H", "H", "C", "C", "O", "S", "C", "O", "O", "H", "H", "H", "H", "H", "H", "H", "H", "C", "C", "O", "S", "C", "O", "O", "H", "H", "H", "H", "H", "H", "H", "H", "C", "C", "O", "S", "C", "O", "O", "H", "H", "H", "H", "H", "H", "H", "H", "C", "C", "N", "C", "C", "C", "C", "H", "H", "H", "H", "H", "H", "H", "H", "H", "H", "H", "H", "H", "H", "H", "C", "C", "N", "C", "C", "C", "C", "H", "H", "H", "H", "H", "H", "H", "H", "H", "H", "H", "H", "H", "H", "H", "C", "C", "N", "C", "C", "C", "C", "H", "H", "H", "H", "H", "H", "H", "H", "H", "H", "H", "H", "H", "H", "H", "C", "C", "N", "C", "C", "C", "C", "H", "H", "H", "H", "H", "H", "H", "H", "H", "H", "H", "H", "H", "H", "H", "C", "C", "N", "C", "C", "C", "C", "H", "H", "H", "H", "H", "H", "H", "H", "H", "H", "H", "H", "H", "H", "H"],
  "coordinates": [[18.74, -12.40, -7.35], [18.86, -11.83, -8.74], [18.43, -10.46, -8.71], [19.02, -9.52, -9.90], [20.61, -9.09, -9.22], [19.23, -10.39, -11.04], [18.18, -8.36, -9.99], [17.73, -12.30, -6.95], [19.43, -11.92, -6.64], [19.04, -13.45, -7.36], [19.89, -11.87, -9.11], [18.32, -12.45, -9.46], [21.21, -8.54, -9.94], [21.11, -10.04, -9.01], [20.50, -8.57, -8.27], [19.42, -14.96, 0.19], [18.52, -15.02, -1.04], [19.20, -14.30, -2.07], [18.68, -14.53, -3.60], [19.95, -15.72, -4.11], [17.42, -15.20, -3.58], [18.86, -13.26, -4.25], [20.34, -15.53, 0.12], [18.89, -15.18, 1.12], [19.74, -13.92, 0.31], [18.23, -16.05, -1.24], [17.60, -14.46, -0.82], [19.76, -15.89, -5.17], [19.76, -16.64, -3.56], [20.94, -15.34, -3.89], [15.16, -10.20, -10.80], [14.56, -10.52, -9.45], [13.32, -11.19, -9.72], [12.32, -11.45, -8.45], [11.60, -9.79, -8.34], [11.30, -12.37, -8.87], [13.12, -11.68, -7.27], [16.11, -9.67, -10.76], [14.47, -9.59, -11.38], [15.32, -11.08, -11.43], [15.19, -11.18, -8.86], [14.44, -9.63, -8.82], [10.82, -9.77, -7.59], [11.19, -9.46, -9.30], [12.36, -9.05, -8.09], [15.36, -13.66, -5.76], [15.23, -12.46, -4.85], [15.69, -12.74, -3.51], [14.53, -12.99, -2.37], [14.12, -11.26, -2.02], [13.40, -13.65, -2.96], [15.23, -13.53, -1.25], [14.97, -13.46, -6.75], [14.83, -14.50, -5.30], [16.41, -13.95, -5.79], [15.91, -11.71, -5.26], [14.23, -12.02, -4.82], [15.06, -10.80, -1.71], [13.33, -11.26, -1.28], [13.77, -10.80, -2.95], [17.53, -15.28, -10.01], [16.58, -16.46, -10.15], [15.54, -16.22, -11.15], [14.86, -17.43, -11.61], [15.76, -18.31, -12.45], [14.70, -15.05, -10.91], [14.03, -15.02, -9.55], [17.84, -14.91, -10.99], [18.37, -15.54, -9.37], [16.93, -14.45, -9.62], [17.13, -17.38, -10.36], [16.12, -16.66, -9.17], [14.47, -17.99, -10.75], [14.02, -17.11, -12.22], [16.29, -17.74, -13.22], [16.56, -18.73, -11.83], [15.20, -19.10, -12.94], [13.99, -14.96, -11.73], [15.39, -14.20, -11.03], [14.77, -14.88, -8.77], [13.46, -15.93, -9.34], [13.24, -14.26, -9.49], [21.80, -8.83, -4.94], [22.00, -7.31, -5.00], [21.37, -6.75, -6.19], [19.95, -6.53, -5.96], [19.19, -6.04, -7.19], [22.09, -5.51, -6.56], [23.41, -5.81, -7.24], [22.20, -9.33, -5.82], [20.76, -9.05, -4.72], [22.34, -9.29, -4.11], [21.53, -6.85, -4.12], [23.08, -7.21, -5.01], [19.51, -7.52, -5.78], [19.80, -5.88, -5.09], [19.31, -6.64, -8.09], [18.13, -5.99, -6.93], [19.41, -5.00, -7.43], [22.31, -4.94, -5.65], [21.44, -4.88, -7.18], [24.19, -6.13, -6.54], [23.83, -4.98, -7.80], [23.30, -6.68, -7.90], [22.32, -12.16, -6.47], [22.57, -12.76, -7.85], [23.02, -11.76, -8.81], [24.23, -11.04, -8.43], [25.49, -11.91, -8.24], [23.17, -12.30, -10.17], [21.83, -12.65, -10.84], [23.29, -11.88, -6.03], [21.92, -12.90, -5.77], [21.71, -11.26, -6.50], [23.26, -13.61, -7.87], [21.62, -13.10, -8.26], [24.43, -10.28, -9.18], [24.07, -10.50, -7.49], [26.36, -11.28, -8.06], [25.41, -12.66, -7.46], [25.68, -12.44, -9.18], [23.77, -13.22, -10.21], [23.67, -11.56, -10.79], [21.39, -13.47, -10.27], [22.10, -13.04, -11.83], [21.13, -11.82, -10.94], [20.82, -15.61, -7.86], [21.79, -16.39, -8.71], [22.55, -17.35, -7.92], [23.80, -17.70, -8.57], [24.87, -16.61, -8.54], [21.76, -18.57, -7.64], [22.14, -19.15, -6.29], [21.25, -15.24, -6.93], [19.99, -16.27, -7.58], [20.37, -14.76, -8.36], [21.33, -16.85, -9.60], [22.45, -15.66, -9.19], [23.70, -17.89, -9.66], [24.19, -18.67, -8.25], [25.72, -16.85, -9.17], [25.18, -16.45, -7.50], [24.44, -15.65, -8.81], [20.72, -18.25, -7.63], [21.87, -19.23, -8.51], [23.16, -19.51, -6.29], [22.02, -18.41, -5.50], [21.45, -19.98, -6.08], [19.62, -15.12, -13.15], [18.31, -15.02, -13.95], [18.26, -13.92, -14.90], [19.08, -14.09, -16.07], [18.45, -15.02, -17.12], [18.39, -12.58, -14.27], [17.36, -12.45, -13.14], [20.49, -15.31, -13.77], [19.52, -15.96, -12.45], [19.80, -14.25, -12.52], [18.14, -15.94, -14.52], [17.54, -14.99, -13.18], [19.34, -13.15, -16.56], [20.09, -14.47, -15.82], [18.06, -15.92, -16.64], [17.68, -14.53, -17.72], [19.23, -15.35, -17.80], [18.17, -11.85, -15.05], [19.43, -12.48, -13.92], [16.40, -12.66, -13.61], [17.37, -11.42, -12.78], [17.52, -13.08, -12.27]],
  "mulliken_charge": [-0.29, 2.09, -0.39, 1.07, 0.58, -0.51, -0.70, 0.03, 0.19, -0.04, -1.11, -0.38, 0.58, -0.88, -0.33, -1.36, 0.18, -0.30, 1.06, -0.79, -0.61, -0.58, 0.33, 0.39, 0.31, 0.36, 0.07, 0.01, 0.47, 0.41, -1.12, 0.30, -0.33, 1.01, -1.04, -0.61, -0.40, 0.18, 0.43, 0.11, -0.06, 0.44, 0.39, 0.37, 0.31, -0.50, -0.53, -0.12, 1.16, -0.86, -0.62, -0.61, -0.11, 0.52, 0.02, 0.21, 0.52, 0.28, 0.39, 0.27, -0.04, -1.33, 0.63, -0.55, -1.10, -0.62, -0.73, 0.09, -0.09, 0.09, 0.51, 0.34, 0.33, 0.40, 0.11, 0.32, 0.42, 0.69, -0.11, 0.00, 0.34, 0.22, -1.00, -0.83, 0.74, -0.64, -1.47, -0.46, -1.18, -0.06, 0.38, 0.49, 0.37, 0.34, 0.28, 0.41, 0.33, 0.42, 0.41, 0.27, 0.37, 0.32, 0.40, 0.16, -1.24, 1.58, 0.86, -0.48, -1.24, -1.12, -0.59, 0.47, 0.23, -0.12, 0.24, -1.34, 0.55, -0.03, 0.48, 0.22, 0.27, 0.24, 0.59, -0.04, 0.56, 0.08, 0.02, -1.51, 0.44, -0.58, -0.88, -0.56, -1.23, 0.27, 0.97, -1.00, 0.21, 0.44, 0.31, 0.53, 0.43, 0.29, -0.12, 0.35, 0.47, 0.30, 0.23, 0.44, -0.80, -0.05, 0.24, -0.52, -1.22, -0.90, -0.35, 0.43, 0.41, -0.07, 0.24, -0.34, 0.49, 0.24, 0.29, 0.30, 0.39, 0.53, 0.33, 0.46, 0.27, -0.25],
  "molar_mass_da": 1002.609,
  "homo_ev": -7.8,
  "largest_force_ev_per_a": 1.713,
  "e_above_lowest_kj_mol": 0.0,
  "homo_lumo_gap_ev": 8.2,
  "total_charge": 0,
  "e_tot_ha": -4433.72187
}

---

{
  "formula": "C42H110Cl4CrN15O11P3",
  "method": "the ωB97M-V functional and the def2-TZVPD basis",
  "elements": ["Cr", "C", "C", "O", "H", "H", "H", "H", "H", "C", "C", "O", "H", "H", "H", "H", "H", "C", "Cl", "Cl", "H", "H", "C", "Cl", "Cl", "H", "H", "C", "O", "N", "C", "C", "H", "H", "H", "H", "H", "H", "H", "C", "O", "N", "C", "C", "H", "H", "H", "H", "H", "H", "H", "C", "O", "N", "C", "C", "H", "H", "H", "H", "H", "H", "H", "C", "O", "N", "C", "C", "H", "H", "H", "H", "H", "H", "H", "C", "O", "N", "C", "C", "H", "H", "H", "H", "H", "H", "H", "C", "O", "N", "C", "C", "H", "H", "H", "H", "H", "H", "H", "O", "P", "N", "C", "C", "N", "C", "C", "N", "C", "C", "H", "H", "H", "H", "H", "H", "H", "H", "H", "H", "H", "H", "H", "H", "H", "H", "H", "H", "O", "P", "N", "C", "C", "N", "C", "C", "N", "C", "C", "H", "H", "H", "H", "H", "H", "H", "H", "H", "H", "H", "H", "H", "H", "H", "H", "H", "H", "O", "P", "N", "C", "C", "N", "C", "C", "N", "C", "C", "H", "H", "H", "H", "H", "H", "H", "H", "H", "H", "H", "H", "H", "H", "H", "H", "H", "H"],
  "coordinates": [[2.44, 1.48, 1.74], [4.37, 3.49, -0.05], [3.53, 2.49, -0.83], [3.43, 1.33, -0.05], [5.28, 2.92, 0.21], [3.92, 3.85, 0.87], [4.73, 4.32, -0.68], [4.00, 2.25, -1.81], [2.55, 3.01, -1.00], [-0.40, 0.04, 0.36], [0.27, 1.37, -0.13], [0.91, 2.15, 0.80], [-1.21, 0.29, 1.10], [0.34, -0.64, 0.83], [-0.88, -0.52, -0.44], [-0.46, 2.06, -0.64], [1.01, 1.16, -0.98], [-0.64, -5.03, -2.17], [0.21, -6.01, -0.92], [-1.74, -3.82, -1.42], [0.18, -4.61, -2.72], [-1.15, -5.70, -2.84], [-2.46, 4.02, 1.46], [-3.43, 2.59, 1.91], [-2.67, 4.37, -0.33], [-2.75, 4.86, 2.01], [-1.39, 3.76, 1.56], [5.04, 2.82, 3.10], [4.27, 1.96, 2.57], [4.67, 4.02, 3.45], [5.73, 4.94, 3.91], [3.34, 4.52, 3.48], [6.09, 2.63, 3.24], [5.40, 5.53, 4.77], [6.03, 5.58, 3.05], [6.57, 4.25, 4.25], [2.67, 3.86, 3.00], [3.02, 4.55, 4.50], [3.33, 5.54, 3.09], [3.50, -3.28, -2.80], [2.67, -4.17, -2.79], [3.42, -1.99, -2.36], [4.63, -1.23, -2.39], [2.30, -1.40, -1.74], [4.51, -3.56, -3.28], [5.41, -1.84, -2.91], [5.02, -1.06, -1.43], [4.51, -0.30, -2.99], [1.76, -2.27, -1.33], [2.62, -0.70, -1.00], [1.70, -0.94, -2.54], [-1.01, 7.14, 0.83], [-1.34, 6.65, 1.91], [-0.15, 6.60, -0.03], [0.00, 7.18, -1.37], [0.56, 5.38, 0.23], [-1.51, 8.04, 0.51], [1.04, 7.18, -1.60], [-0.32, 8.22, -1.34], [-0.51, 6.58, -2.11], [1.63, 5.46, -0.05], [0.48, 5.21, 1.26], [0.10, 4.55, -0.31], [-0.49, -5.03, 3.96], [0.69, -5.03, 3.58], [-1.49, -4.29, 3.46], [-2.74, -4.17, 4.09], [-1.25, -3.45, 2.37], [-0.86, -5.73, 4.76], [-2.76, -3.30, 4.79], [-2.88, -5.09, 4.67], [-3.54, -4.19, 3.41], [-0.73, -2.52, 2.57], [-0.68, -4.05, 1.68], [-2.15, -3.17, 1.90], [0.40, 1.58, 3.89], [1.59, 1.86, 3.68], [-0.23, 1.75, 5.08], [-1.70, 1.77, 5.11], [0.47, 2.27, 6.24], [-0.30, 1.26, 3.05], [-2.00, 1.55, 4.11], [-2.09, 2.73, 5.45], [-2.05, 0.91, 5.72], [0.67, 3.35, 6.22], [-0.12, 2.06, 7.09], [1.48, 1.84, 6.35], [1.66, 4.97, -3.90], [1.41, 6.12, -4.19], [0.91, 3.88, -4.34], [1.42, 2.54, -4.16], [-0.25, 4.08, -5.17], [2.47, 4.62, -3.17], [0.61, 1.85, -3.90], [2.17, 2.62, -3.37], [1.88, 2.17, -5.10], [-0.95, 3.24, -5.04], [-0.71, 5.06, -4.95], [0.02, 4.07, -6.24], [-1.06, -1.15, -7.55], [-1.56, -1.41, -6.21], [-2.70, -0.35, -5.49], [-2.30, 1.02, -5.48], [-4.06, -0.60, -5.92], [-0.45, -1.38, -5.03], [0.89, -1.82, -5.47], [-0.60, -1.00, -3.63], [-2.37, -2.89, -6.11], [-2.53, -3.75, -7.32], [-2.59, -3.49, -4.78], [-2.86, 1.72, -4.79], [-2.45, 1.47, -6.45], [-1.28, 1.10, -5.14], [-4.35, -1.60, -5.57], [-4.18, -0.56, -7.03], [-4.68, 0.20, -5.54], [1.34, -2.64, -4.95], [0.74, -2.25, -6.50], [1.63, -0.93, -5.52], [-1.62, -0.71, -3.47], [-0.32, -1.78, -2.88], [0.03, -0.14, -3.44], [-2.10, -3.21, -8.20], [-2.03, -4.75, -7.19], [-3.62, -3.85, -7.46], [-2.25, -2.80, -4.00], [-2.09, -4.46, -4.70], [-3.62, -3.55, -4.54], [-4.01, -2.04, 1.45], [-5.24, -1.56, 0.74], [-6.58, -0.96, 1.69], [-7.25, -1.89, 2.63], [-6.69, 0.45, 2.12], [-5.85, -2.85, -0.17], [-7.06, -2.78, -1.05], [-5.25, -4.21, -0.12], [-4.89, -0.20, -0.16], [-5.91, 0.55, -0.92], [-3.61, -0.32, -0.90], [-7.41, -2.90, 2.20], [-8.21, -1.48, 2.99], [-6.71, -1.97, 3.56], [-6.04, 1.12, 1.59], [-6.45, 0.60, 3.18], [-7.72, 0.68, 1.91], [-6.73, -2.55, -2.09], [-7.72, -3.62, -0.98], [-7.67, -1.94, -0.73], [-4.27, -4.15, 0.37], [-5.91, -4.90, 0.37], [-5.06, -4.48, -1.17], [-5.96, 0.12, -1.99], [-6.90, 0.34, -0.53], [-5.68, 1.62, -0.91], [-2.93, -1.12, -0.52], [-2.99, 0.56, -0.79], [-3.83, -0.55, -1.95], [2.70, -0.67, 2.47], [3.70, -1.66, 2.92], [3.61, -3.10, 2.07], [4.44, -4.18, 2.47], [2.33, -3.42, 1.40], [3.70, -2.06, 4.58], [3.73, -0.85, 5.49], [2.78, -3.13, 5.01], [5.27, -1.02, 2.74], [5.50, -0.43, 1.47], [6.42, -1.48, 3.47], [4.02, -4.88, 3.17], [5.33, -3.70, 2.98], [4.97, -4.70, 1.69], [1.65, -4.15, 1.82], [2.58, -3.77, 0.39], [1.74, -2.50, 1.20], [4.67, -0.30, 5.27], [2.90, -0.13, 5.32], [3.89, -1.26, 6.49], [3.22, -3.70, 5.84], [1.79, -2.79, 5.35], [2.62, -3.94, 4.27], [6.07, -1.12, 0.82], [4.61, -0.11, 0.98], [6.14, 0.45, 1.55], [7.11, -2.08, 2.87], [6.07, -2.01, 4.33], [7.01, -0.57, 3.81]],
  "lowdin_spin": [3.72, 0.01, 0.01, 0.02, 0.00, 0.00, 0.00, 0.00, 0.00, 0.01, 0.01, 0.05, 0.00, 0.00, 0.00, 0.00, 0.00, 0.00, 0.00, 0.00, 0.00, 0.00, 0.00, 0.00, 0.00, 0.00, 0.00, 0.01, 0.03, 0.01, 0.00, 0.01, 0.00, 0.00, 0.00, 0.00, 0.01, 0.00, 0.00, 0.00, 0.00, 0.00, 0.00, 0.00, 0.00, 0.00, 0.00, 0.00, 0.00, 0.00, 0.00, 0.00, 0.00, 0.00, 0.00, 0.00, 0.00, 0.00, 0.00, 0.00, 0.00, 0.00, 0.00, 0.00, 0.00, 0.00, 0.00, 0.00, 0.00, 0.00, 0.00, 0.00, 0.00, 0.00, 0.00, 0.01, 0.02, 0.01, 0.00, 0.00, 0.00, 0.00, 0.00, 0.00, 0.00, 0.00, 0.00, 0.00, 0.00, 0.00, 0.00, 0.00, 0.00, 0.00, 0.00, 0.00, 0.00, 0.00, 0.00, 0.00, 0.00, 0.00, 0.00, 0.00, 0.00, 0.00, 0.00, 0.00, 0.00, 0.00, 0.00, 0.00, 0.00, 0.00, 0.00, 0.00, 0.00, 0.00, 0.00, 0.00, 0.00, 0.00, 0.00, 0.00, 0.00, 0.00, 0.00, 0.00, 0.00, 0.00, 0.00, 0.00, 0.00, 0.00, 0.00, 0.00, 0.00, 0.00, 0.00, 0.00, 0.00, 0.00, 0.00, 0.00, 0.00, 0.00, 0.00, 0.00, 0.00, 0.00, 0.00, 0.00, 0.00, 0.00, 0.00, 0.00, 0.00, 0.05, 0.01, 0.00, 0.00, 0.00, 0.00, 0.00, 0.00, 0.00, 0.00, 0.00, 0.00, 0.00, 0.00, 0.00, 0.00, 0.00, 0.00, 0.00, 0.00, 0.00, 0.00, 0.00, 0.00, 0.00, 0.00, 0.00, 0.00, 0.00],
  "molar_mass_da": 1288.166,
  "spin_multiplicity": 5,
  "homo_ev": [-6.4, -7.5],
  "largest_force_ev_per_a": 4.516,
  "homo_lumo_gap_ev": [6.6, 7.7],
  "total_charge": 0,
  "e_tot_ha": -7224.69152
}